(1)
Here is C31H27F5GeO5PScTe as an isolated structure from OMol25. Energies are from the ωB97M-V functional and the def2-TZVPD basis.

Geometry as XYZ:
```
72
Properties=species:S:1:pos:R:3:forces:R:3:lowdin_charge:R:1
Sc 0.9114 0.6672 -0.1199 -0.31 -1.09 -0.52 0.84
O 1.1340 3.4827 -0.8256 -0.02 0.09 0.07 0.23
C 0.0352 3.5186 -0.4271 -0.08 0.15 -0.08 -0.47
O -0.7660 2.3335 -0.2893 0.16 0.22 0.15 -0.22
C -0.9691 4.5546 0.0547 -0.09 -0.02 -0.01 -0.02
P -2.1153 3.1387 0.1691 -0.10 -0.16 -0.12 1.08
C -2.6135 2.6797 1.7903 -0.01 0.11 0.00 -0.29
C -3.2149 3.6293 2.6207 0.07 0.02 0.02 -0.07
C -3.6599 3.2402 3.8712 -0.01 -0.02 0.02 -0.05
C -3.4976 1.9224 4.2835 0.00 0.03 0.00 -0.03
C -2.8969 0.9853 3.4537 0.01 0.00 -0.02 -0.03
C -2.4544 1.3523 2.1936 -0.07 -0.06 0.01 -0.03
C -3.3111 2.9354 -1.0956 0.05 -0.07 0.01 -0.28
C -2.9173 2.3547 -2.3051 -0.03 0.02 -0.03 -0.05
C -3.8741 2.1610 -3.2876 0.01 0.00 0.00 -0.03
C -5.1863 2.5564 -3.0702 0.01 0.00 0.01 -0.03
C -5.5702 3.1320 -1.8621 0.00 0.00 -0.01 -0.05
C -4.6376 3.3126 -0.8600 -0.02 0.00 0.02 -0.06
H -1.1854 5.3373 -0.6686 -0.03 -0.01 -0.01 0.13
H -0.6827 4.9762 1.0182 0.04 0.01 -0.02 0.13
H -3.3257 4.6614 2.3058 0.00 -0.01 -0.01 0.12
H -4.1249 3.9636 4.5267 0.00 -0.01 0.00 0.12
H -3.8423 1.6249 5.2649 0.00 0.00 0.00 0.12
H -2.7745 -0.0376 3.7817 0.00 0.00 0.00 0.12
H -2.0123 0.6091 1.5408 0.02 0.00 -0.03 0.10
H -1.9059 2.0050 -2.4682 -0.01 0.00 0.01 0.10
H -3.5882 1.6804 -4.2128 0.00 0.00 0.00 0.12
H -5.9267 2.4001 -3.8436 0.01 0.00 0.00 0.12
H -6.5991 3.4210 -1.6988 0.00 0.00 0.00 0.12
H -4.9412 3.7265 0.0943 0.01 0.00 0.01 0.11
F 0.6893 0.6744 -1.9959 -0.09 -0.12 -0.23 -0.41
Te -1.0711 -1.5616 -1.7481 -0.26 -0.01 -0.25 2.04
F -2.5455 -2.4418 -2.4880 0.01 -0.07 0.00 -0.43
F -1.6814 -2.5510 -0.2301 0.01 0.02 0.01 -0.47
F -1.7153 -0.1119 -0.6656 -0.01 -0.05 -0.04 -0.45
F -1.6001 -0.3084 -3.1123 0.02 0.01 0.00 -0.49
O 0.5747 -1.0440 0.6035 0.10 0.18 -0.02 -0.53
C 0.2215 -3.7293 2.0183 -0.02 0.00 -0.05 -0.17
Ge 1.4150 -2.5889 1.0081 -0.04 -0.05 0.05 0.85
C 3.0332 -2.2104 2.0124 0.01 -0.03 -0.02 -0.29
C 3.1062 -1.1742 2.9411 -0.02 0.00 0.00 -0.11
C 4.2735 -0.9499 3.6588 -0.01 -0.01 -0.01 -0.07
C 5.3778 -1.7662 3.4595 0.00 0.00 -0.01 -0.08
C 5.3161 -2.8056 2.5409 -0.01 0.01 0.00 -0.08
C 4.1507 -3.0234 1.8197 0.02 0.03 0.04 -0.11
C 1.7281 -3.1532 -0.8356 -0.06 -0.05 -0.01 -0.24
C 0.9556 -4.1545 -1.3736 -0.01 0.04 0.00 -0.14
C 0.7945 -4.2909 -2.7733 0.02 0.01 0.00 -0.09
C 1.3949 -3.3978 -3.6169 0.00 -0.03 0.01 -0.04
C 2.2294 -2.3683 -3.1102 -0.01 0.02 -0.02 -0.18
C 2.8653 -1.4411 -3.9764 -0.01 -0.03 -0.01 -0.01
C 3.6712 -0.4594 -3.4825 0.00 -0.01 0.00 -0.06
C 3.8967 -0.3686 -2.0919 -0.04 0.06 -0.02 -0.06
C 3.2894 -1.2390 -1.2314 -0.06 0.03 0.04 -0.06
C 2.4213 -2.2604 -1.7121 0.02 -0.03 -0.03 -0.21
H 0.7060 -4.6803 2.2418 0.01 0.01 -0.01 0.04
H -0.7094 -3.9019 1.4836 0.01 -0.01 0.01 0.01
H 0.0041 -3.2312 2.9637 -0.01 -0.02 0.00 0.03
H 2.2505 -0.5287 3.1065 -0.01 0.00 -0.01 0.10
H 4.3211 -0.1378 4.3732 0.00 -0.01 0.00 0.11
H 6.2877 -1.5921 4.0189 0.00 0.00 0.00 0.11
H 6.1767 -3.4428 2.3838 0.00 0.00 0.00 0.11
H 4.1208 -3.8285 1.0921 0.00 0.00 0.00 0.11
H 0.4034 -4.8222 -0.7219 0.01 -0.01 0.00 0.11
H 0.1704 -5.0824 -3.1673 0.01 0.00 0.00 0.11
H 1.2539 -3.4731 -4.6886 -0.01 0.00 0.00 0.12
H 2.7018 -1.5339 -5.0435 0.00 0.01 0.01 0.12
H 4.1523 0.2407 -4.1522 0.00 0.00 0.00 0.11
H 4.5669 0.3893 -1.7053 0.01 -0.01 0.00 0.12
H 3.5243 -1.1907 -0.1743 -0.03 0.02 -0.01 0.09
O 1.3431 1.7948 1.5186 0.10 0.55 0.61 -0.19
O 2.4475 1.4220 0.9175 0.76 0.32 0.46 -0.16
```
Positions in Å, forces in eV/Å.

Gap between HOMO and LUMO (spin up / spin down), eV: 7.1547 / 7.0033
Net charge: +1
Spin multiplicity: 2


(2)
Here is a 11-piece molecular cluster, H22O11 overall from OMol25. Energies are from the ωB97M-V functional and the def2-TZVPD basis.

Geometry as XYZ:
```
33
Properties=species:S:1:pos:R:3:forces:R:3:lowdin_charge:R:1
O 1.7887 -0.7776 2.6511 -0.01 -0.40 0.01 -0.04
H 2.6550 -0.3717 2.6838 0.22 0.12 0.05 0.03
H 1.2124 -0.0871 2.3234 -0.20 0.20 -0.11 0.02
O -3.0811 -2.8959 0.5165 -1.06 0.24 -0.30 -0.07
H -2.1574 -2.7324 0.7067 0.24 -0.15 0.16 -0.05
H -3.4082 -3.3535 1.2910 -0.11 -0.08 0.12 0.03
O -0.4027 -0.0803 -0.1685 -0.64 -0.17 0.11 -0.04
H -0.0209 -0.7864 0.3530 0.20 -0.51 0.12 0.02
H 0.3117 0.5463 -0.2835 0.62 0.34 -0.36 0.01
O 2.1085 -2.2942 -0.6852 -0.05 0.01 -0.29 -0.02
H 2.9639 -1.8695 -0.6207 0.24 -0.12 -0.02 0.04
H 1.9863 -2.7180 0.1643 -0.01 0.00 0.35 0.04
O -1.3914 3.3572 -0.6891 0.26 0.64 -0.70 -0.05
H -1.7198 2.6010 -0.2027 -0.34 -0.85 0.66 0.01
H -1.9783 4.0729 -0.4450 -0.13 0.26 -0.01 0.07
O -0.5364 -3.0026 0.8903 0.98 0.28 0.35 -0.03
H 0.0443 -3.5893 1.3749 -0.04 -0.17 0.40 0.07
H -0.2528 -3.0826 -0.0204 -0.17 0.00 -0.97 0.03
O -2.2615 1.3265 1.0933 -0.54 0.87 0.28 -0.05
H -3.1630 1.0985 0.8665 -0.34 -0.08 0.08 0.06
H -1.7411 0.5858 0.7820 0.65 -0.55 -0.44 -0.01
O 2.2482 0.8115 -0.3070 0.01 -0.06 0.26 -0.03
H 2.8989 0.1507 -0.5441 -0.03 -0.08 -0.16 0.03
H 2.7536 1.5045 0.1179 0.01 0.53 -0.01 0.05
O 0.8430 3.6394 0.9129 0.91 0.09 0.48 -0.05
H 0.6642 2.8309 1.3930 -0.18 -0.09 0.15 0.02
H 0.1643 3.6733 0.2387 -0.50 -0.06 -0.41 -0.02
O -0.4280 -2.2554 -2.1854 -0.19 -0.60 -0.03 -0.05
H -0.9096 -1.4557 -1.9741 -0.12 0.32 0.17 0.02
H 0.4898 -2.0302 -2.0330 0.38 0.14 0.06 0.00
O 0.4839 2.3428 -2.6469 0.40 -0.20 -0.14 -0.05
H -0.0097 1.9557 -3.3700 -0.08 -0.11 -0.19 0.03
H -0.1545 2.8853 -2.1838 -0.36 0.25 0.32 -0.01
```
Positions in Å, forces in eV/Å.

SMILES string: O.O.O.O.O.O.O.O.O.O.O
Gap between HOMO and LUMO, eV: 10.3208
Spin multiplicity: 1


(3)
Here is a 6-piece molecular cluster, C4H22N2O5 overall from OMol25. Energies are from the ωB97M-V functional and the def2-TZVPD basis.

Geometry as XYZ:
```
33
Properties=species:S:1:pos:R:3:forces:R:3:lowdin_charge:R:1
C -0.0709 2.7964 -1.3810 1.48 0.94 1.47 -0.11
N 0.3388 1.4351 -1.0288 0.50 0.57 -1.09 -0.16
C 0.7966 0.6890 -2.2155 -1.11 -0.97 0.80 -0.19
C 1.4965 -0.6042 -1.7457 -0.78 1.25 0.42 -0.22
N 0.7725 -1.2229 -0.6213 0.89 -1.90 -1.74 -0.13
C 1.6048 -2.4107 -0.2062 -1.72 1.16 2.12 -0.09
H 0.0791 3.4103 -0.4792 -1.20 -0.22 0.26 0.09
H -1.0437 2.9280 -1.8410 -0.01 -0.02 -0.13 0.08
H 0.7607 3.3086 -1.8784 -0.30 -0.57 -1.04 0.09
H -0.4226 0.9517 -0.6039 -0.70 -0.21 0.20 0.07
H -0.0741 0.3804 -2.8118 0.08 0.22 -0.19 0.12
H 1.4008 1.3734 -2.7940 0.42 -0.22 -0.18 0.11
H 1.4334 -1.3779 -2.5077 0.57 0.26 -0.30 0.11
H 2.5158 -0.3288 -1.4565 0.24 -0.37 -0.17 0.11
H 0.6620 -0.6465 0.1786 0.35 0.85 0.40 0.04
H 0.9165 -2.9870 0.4068 0.26 -0.58 -0.14 0.05
H 2.0086 -3.0378 -0.9829 0.13 0.30 -0.44 0.08
H 2.3201 -2.0288 0.5237 0.84 -0.37 -0.44 0.08
O 0.5709 0.0906 2.9191 -1.76 -1.39 0.88 -0.03
H 1.0215 0.7658 3.4086 0.79 0.56 -0.75 0.04
H 0.7584 -0.0915 2.0064 0.94 0.90 -0.08 -0.01
O 2.6033 2.2746 0.2206 -0.08 0.22 0.12 -0.09
H 1.7251 1.9504 -0.0915 0.20 -0.12 -0.05 -0.03
H 3.0595 1.4825 0.5018 0.24 -0.15 0.08 0.01
O -3.1241 0.9862 0.0372 0.44 0.60 -0.41 -0.06
H -2.6000 0.6569 0.7724 -0.31 -0.18 0.23 -0.01
H -3.2003 0.2186 -0.5281 -0.22 -0.26 -0.16 0.03
O -3.0921 -0.7753 2.1471 1.23 -0.05 0.66 -0.06
H -2.4235 -1.4741 2.2287 -0.47 -0.47 -0.36 0.03
H -2.6782 -0.1539 2.7665 -0.55 0.26 0.05 0.05
O -1.2667 -3.0395 0.5630 -0.27 0.11 1.07 -0.06
H -1.4738 -3.3620 -0.3058 -0.14 -0.12 -0.62 0.04
H -1.0034 -2.1220 0.4371 0.03 -0.04 -0.47 0.00
```
Positions in Å, forces in eV/Å.

SMILES string: CNCCNC.O.O.O.O.O
Gap between HOMO and LUMO, eV: 9.7139
Spin multiplicity: 1


(4)
Here is one molecule with the formula C6H8BFO2 from OMol25. Energies are from the ωB97M-V functional and the def2-TZVPD basis.

Geometry as XYZ:
```
18
Properties=species:S:1:pos:R:3:forces:R:3:lowdin_charge:R:1
C -0.9047 -0.3423 -1.5279 0.22 -0.15 -1.77 0.02
C -1.9017 0.2676 -0.9880 -3.98 1.46 -2.41 -0.19
C -2.0977 0.2907 0.4028 2.57 1.11 0.11 -0.14
C -1.1183 0.7170 1.1996 -0.55 -0.29 2.62 -0.10
C 0.1668 1.3166 0.7990 0.33 1.38 -0.59 -0.04
C 1.1621 0.7545 0.0463 -0.65 0.14 2.00 -0.16
F 2.0460 1.6268 -0.4880 0.36 0.12 -0.14 0.03
B 1.7626 -0.7758 0.1810 -1.04 3.62 0.06 -0.73
O 1.2341 -1.4983 1.1263 -2.91 1.81 1.23 0.28
O 2.9020 -0.9814 -0.4130 2.26 -0.23 -2.24 0.25
H -0.1871 -0.7691 -0.9417 1.25 -1.43 1.28 0.01
H -0.7565 -0.4183 -2.5592 0.16 0.11 -1.54 0.06
H -2.7302 0.7754 -1.6593 1.67 -1.14 1.29 0.15
H -3.0055 0.0509 0.7964 -2.42 -0.59 1.10 0.08
H -1.4780 0.7172 2.2853 1.16 0.37 -1.27 0.13
H 0.1670 2.4754 0.9903 0.34 -2.22 -0.57 0.16
H 1.4474 -2.3607 1.2578 1.13 -3.77 0.56 0.07
H 3.2918 -1.8462 -0.5076 0.09 -0.29 0.28 0.12
```
Positions in Å, forces in eV/Å.

SMILES string: C=C/C=C\C=C(\F)B(O)O
Gap between HOMO and LUMO, eV: 8.8579
Spin multiplicity: 1


Calculated total energy for the records above, in order: -5519.99586, -840.83537, -651.24102, -508.60273 Eh
Strongest force on any atom for the records above, in order: 1.245, 1.135, 2.970, 4.873 eV/A
Relative energy (zero: lowest compared OMol25 entry of this formula, charge and spin) for the records above, in order: 11.8, 28.1, 27.9, 20.4 kcal per mole